{
  "formula": "C7H16BBr6Na3O3",
  "method": "the ωB97M-V functional and the def2-TZVPD basis",
  "symbols": ["Na", "Na", "Na", "C", "O", "O", "O", "B", "H", "H", "H", "H", "Br", "C", "C", "Br", "H", "H", "H", "H", "Br", "C", "C", "Br", "H", "H", "H", "H", "Br", "C", "C", "Br", "H", "H", "H", "H"],
  "xyz": [[-0.4154, -1.2035, 2.1812], [-0.7615, 1.7778, 3.4082], [1.8843, 2.4566, 0.9620], [-0.2129, -0.0376, 5.4570], [-1.2164, 0.6755, 5.5743], [0.5593, -0.1846, 6.3714], [0.1649, -0.2890, 4.2924], [-0.2916, 0.8886, 1.0071], [-0.1416, 0.0817, 0.3067], [-1.1976, 0.7231, 1.5692], [0.5077, 0.8648, 1.7315], [-0.2319, 1.8706, 0.5640], [2.7431, -0.3007, 0.1004], [4.2860, -1.4620, 0.4343], [3.9546, -2.8740, 0.0637], [2.3569, -3.3133, 1.1829], [4.6383, -1.4305, 1.4654], [5.0660, -1.0955, -0.2330], [4.7263, -3.5808, 0.3689], [3.6707, -2.9257, -0.9874], [-3.2241, 2.3706, -0.9313], [-3.7015, 0.5808, -0.4996], [-4.4120, 0.0230, -1.7706], [-5.2917, -1.8115, -1.5411], [-4.3366, 0.6554, 0.3831], [-2.8013, 0.0626, -0.1693], [-3.6677, 0.0335, -2.5669], [-5.2125, 0.7065, -2.0536], [-1.2311, -0.5896, -4.5537], [-0.0457, 0.9984, -3.9785], [0.6924, 0.6577, -2.6918], [1.7017, 2.3557, -2.0607], [-0.6157, 1.9147, -3.8251], [0.6897, 1.1111, -4.7751], [1.4009, -0.1495, -2.8775], [-0.0338, 0.4393, -1.9088]],
  "lowdin_charge": [0.5036, 0.5712, 0.4368, -1.1550, -0.1247, -0.0479, -0.1804, -0.5242, -0.0381, -0.0293, -0.0668, -0.0404, 0.7567, -0.6438, -0.6009, 0.6216, 0.0777, 0.0647, 0.0714, 0.0637, 0.7012, -0.6831, -0.6277, 0.5202, 0.0606, 0.0374, 0.0080, 0.0384, 0.5676, -0.5940, -0.5536, 0.6114, 0.0532, 0.0529, 0.0569, 0.0349],
  "energy_ev": -447839.94168,
  "homo_ev": -4.64,
  "largest_force_ha_per_bohr": 0.148,
  "e_above_lowest_ev": 4.952,
  "orbital_gap_ev": 2.9
}



{
  "formula": "C7H16BN3O2",
  "method": "the ωB97M-V functional and the def2-TZVPD basis",
  "symbols": ["C", "C", "C", "N", "C", "C", "N", "C", "B", "O", "O", "N", "C", "H", "H", "H", "H", "H", "H", "H", "H", "H", "H", "H", "H", "H", "H", "H", "H"],
  "xyz": [[-1.5498, -1.9980, 1.9321], [-2.2737, -1.4974, 0.9173], [-1.9532, -0.3079, 0.1952], [-0.9085, 0.3098, 0.1302], [0.3659, 0.2924, 0.5768], [1.5024, -0.2277, 0.0586], [2.6163, -0.0863, 0.8773], [3.2199, 1.2927, 1.0674], [1.6366, -1.0106, -1.2899], [0.5568, -1.4944, -1.9307], [2.9674, -1.2868, -1.5061], [-3.0655, 0.3088, -0.4154], [-2.6643, 1.5715, -1.1317], [-1.8943, -2.8809, 2.4473], [-0.4297, -1.6930, 2.2009], [-3.1482, -2.0938, 0.5459], [0.3667, 0.8471, 1.4531], [2.4043, -0.4130, 1.7727], [3.3473, -0.6131, 0.4519], [3.7420, 1.1337, 1.9939], [3.9944, 1.5560, 0.3819], [2.5072, 2.0357, 1.2335], [0.7810, -2.1632, -2.6084], [3.3440, -1.7637, -2.2418], [-3.2668, -0.3889, -1.1068], [-3.7469, 0.5328, 0.3359], [-2.5472, 2.5232, -0.5834], [-1.7215, 1.3885, -1.6033], [-3.4310, 1.8395, -1.8143]],
  "lowdin_charge": [0.1214, -0.0735, -0.3534, 0.1725, -0.0212, -0.0885, 0.0592, 0.0809, -0.5993, 0.2097, 0.1909, 0.1170, 0.0360, 0.0823, 0.1262, 0.1452, 0.1384, 0.1618, 0.1577, 0.1115, 0.1152, 0.0887, 0.1479, 0.1312, 0.1899, 0.2255, 0.1310, 0.0957, 0.1001],
  "energy_ev": -16744.14033,
  "homo_ev": -16.32,
  "largest_force_ha_per_bohr": 0.087,
  "e_above_lowest_ev": 1.737,
  "smiles": "C=C/C(=N\\C=C(\\[NH2+]C)B(O)O)[NH2+]C",
  "orbital_gap_ev": 9.3,
  "charge": 2
}



{
  "formula": "C7H16BNO",
  "method": "the ωB97M-V functional and the def2-TZVPD basis",
  "symbols": ["C", "C", "C", "C", "C", "C", "O", "H", "H", "H", "H", "H", "H", "H", "H", "H", "H", "H", "H", "H", "N", "B", "C", "H", "H", "H"],
  "xyz": [[0.5455, 0.7880, -1.0107], [1.5184, 0.0256, 0.0054], [3.0113, 0.5070, -0.2846], [1.2091, 0.5602, 1.3893], [1.4693, -1.4341, -0.2293], [0.7229, -2.3923, 0.5168], [0.2628, -2.0788, -0.7095], [0.5649, 0.4155, -1.9886], [0.7820, 1.8170, -1.0356], [-0.3979, 0.5867, -0.5570], [3.2087, 0.2169, -1.2630], [3.0904, 1.6359, -0.2971], [3.6594, -0.1261, 0.3981], [1.5004, -0.2157, 2.1279], [0.1680, 0.6406, 1.5203], [1.6707, 1.5465, 1.6576], [2.3224, -1.8357, -0.6711], [1.2392, -3.4333, 0.5372], [0.1074, -2.2683, 1.3589], [-1.8088, -1.4610, -0.2635], [-2.6101, -0.9509, -0.2053], [-3.7237, -0.3732, -0.4893], [-4.9468, 0.5706, -0.4136], [-5.6981, 0.3422, 0.2829], [-5.5700, 0.6548, -1.3470], [-4.5429, 1.4585, -0.0893]],
  "lowdin_charge": [-0.0062, -0.5108, -0.0485, -0.0601, -0.2352, -0.1891, -0.0195, 0.0677, 0.0678, 0.0470, 0.0410, 0.1016, 0.1071, 0.0941, 0.0566, 0.1027, 0.1278, 0.1444, 0.1043, -0.0501, 0.2259, -0.2624, -0.0467, 0.0349, 0.0809, 0.0249],
  "energy_ev": -11730.35875,
  "homo_ev": -9.94,
  "largest_force_ha_per_bohr": 0.113,
  "e_above_lowest_ev": 1.591,
  "smiles": "CC(C)(C)[C@H]1CO1.[H]/N=B/C",
  "orbital_gap_ev": 10.6
}



{
  "formula": "C7H16BO5S",
  "method": "the ωB97M-V functional and the def2-TZVPD basis",
  "symbols": ["C", "C", "C", "O", "O", "C", "C", "C", "O", "B", "O", "C", "S", "H", "H", "H", "H", "H", "H", "H", "H", "H", "H", "H", "H", "H", "H", "O", "H", "H"],
  "xyz": [[3.6857, -0.8469, 0.3510], [3.1318, 0.4702, -0.4165], [1.5574, 0.1865, -0.6612], [1.2344, -0.4517, -1.7005], [0.6454, 0.6262, 0.3215], [-0.3498, 1.5375, -0.2136], [-1.7326, 0.8540, -0.6621], [-2.0673, -0.5430, 0.0451], [-1.7258, -0.7533, 1.4284], [-1.2645, -2.1842, 1.4194], [-0.8129, -2.5720, 0.0414], [-1.8179, -1.9375, -0.7669], [-1.6478, -1.8978, -2.6117], [4.7732, -1.0807, 0.1065], [3.0094, -1.7111, 0.0170], [3.5222, -0.7396, 1.4848], [3.2961, 1.4051, 0.2386], [3.6563, 0.5614, -1.4337], [-0.6128, 2.3937, 0.5138], [0.0666, 2.0752, -1.1506], [-1.7624, 0.8197, -1.8037], [-2.5699, 1.5892, -0.3536], [-3.2297, -0.5272, 0.0864], [-0.4462, -2.3146, 2.2778], [-2.2052, -2.9400, 1.5575], [-2.8079, -2.5064, -0.5981], [-0.3500, -2.1684, -3.0092], [-1.1201, 4.0897, 1.4765], [-0.8096, 4.9698, 1.7217], [-1.2702, 3.6495, 2.3232]],
  "lowdin_charge": [-0.1131, -0.1355, -0.3793, 0.0352, -0.0473, -0.1640, -0.1131, -0.3228, -0.0972, -0.6411, -0.1532, -0.6302, 0.6777, 0.0650, 0.0878, 0.0837, 0.1099, 0.1117, 0.0901, 0.1305, 0.0809, 0.1102, 0.1321, 0.0465, 0.0531, 0.0954, -0.1416, -0.0632, 0.0391, 0.0529],
  "energy_ev": -29266.90213,
  "homo_ev": -3.73,
  "largest_force_ha_per_bohr": 0.094,
  "orbital_gap_ev": 6.3,
  "charge": -1
}



{
  "formula": "C7H16Cl2O4P2",
  "method": "the ωB97M-V functional and the def2-TZVPD basis",
  "symbols": ["C", "C", "P", "C", "C", "O", "P", "O", "O", "O", "C", "Cl", "C", "C", "Cl", "H", "H", "H", "H", "H", "H", "H", "H", "H", "H", "H", "H", "H", "H", "H", "H"],
  "xyz": [[-0.8743, 2.6485, -0.2157], [-0.5536, 1.1772, 0.0632], [0.1571, 1.0028, 1.7681], [-1.0125, -0.2327, 2.4498], [-2.4158, 0.3704, 2.5966], [1.4209, -0.1173, 1.5553], [2.7180, -0.0956, 0.6715], [3.9132, -0.6158, 1.2991], [2.7899, 1.4195, 0.1612], [2.3110, -0.8533, -0.6883], [1.1784, -1.6611, -0.8825], [1.4694, -3.2782, -0.2132], [0.8220, -1.6088, -2.3844], [-0.6540, -1.2694, -2.6072], [1.2709, -3.0778, -3.2932], [0.0392, 3.2465, -0.2324], [-1.5156, 3.0743, 0.5594], [-1.3831, 2.7630, -1.1749], [0.1477, 0.8045, -0.6877], [-1.4548, 0.5641, -0.0333], [-0.6305, -0.5381, 3.4267], [-1.0268, -1.1211, 1.8121], [-2.3817, 1.4092, 2.9369], [-2.9680, 0.3401, 1.6561], [-2.9997, -0.1887, 3.3283], [2.9082, 1.4952, -0.7936], [0.3463, -1.2723, -0.2943], [1.4658, -0.8330, -2.7919], [-0.7820, -0.1985, -2.7763], [-1.2597, -1.5531, -1.7438], [-1.0456, -1.8007, -3.4712]],
  "lowdin_charge": [-0.1604, -0.4172, 0.9898, -0.4120, -0.1603, -0.4307, 0.2938, -0.2087, -0.1059, -0.2186, -0.7773, 0.6735, -0.7131, -0.1125, 0.6113, 0.0673, 0.0630, 0.0697, 0.0523, 0.0694, 0.0793, 0.0784, 0.0645, 0.0624, 0.0703, 0.0942, 0.0584, 0.0964, 0.0782, 0.0805, 0.0639],
  "energy_ev": -59334.63545,
  "homo_ev": -9.42,
  "largest_force_ha_per_bohr": 0.006,
  "smiles": "CCP(CC)O[P@](=O)(O)O[C@H](Cl)[C@H](C)Cl",
  "orbital_gap_ev": 9.7
}



{
  "formula": "C7H16CuN2O4S",
  "method": "the ωB97M-V functional and the def2-TZVPD basis",
  "symbols": ["C", "C", "N", "C", "O", "S", "O", "O", "O", "C", "C", "C", "C", "N", "H", "H", "H", "H", "H", "H", "H", "H", "H", "H", "H", "H", "H", "H", "H", "H", "Cu"],
  "xyz": [[0.2093, -3.8171, 0.1348], [-0.2763, -2.3041, -0.3870], [-1.7188, -2.0309, -0.0226], [-2.1402, -0.6250, -0.4272], [-3.4729, -0.5142, 0.2550], [-3.6116, 1.0614, 0.9081], [-5.0429, 1.5631, 0.6028], [-3.5053, 1.2672, 2.4446], [-2.3070, 1.7690, 0.0008], [-1.3043, 0.6644, 0.1471], [0.0630, 1.1680, -0.6024], [1.4326, 1.0432, 0.3017], [2.5972, 2.1588, -0.1407], [3.4978, 1.6526, -1.2475], [0.1176, -3.7624, 1.3238], [-0.4344, -4.6798, -0.3266], [1.3606, -3.8758, -0.1707], [-0.0186, -2.1629, -1.5241], [0.3925, -1.5474, 0.2408], [-2.3869, -2.6625, -0.5483], [-2.3739, -0.5704, -1.5747], [-1.1302, 0.6520, 1.3083], [0.2726, 0.6780, -1.6441], [-0.0826, 2.3335, -0.8117], [1.9376, -0.0146, 0.1078], [1.2442, 1.1581, 1.4663], [3.2713, 2.4254, 0.8004], [2.0714, 3.1367, -0.5606], [4.5015, 1.7590, -0.9305], [3.3796, 0.6197, -1.4192], [3.4571, 3.4571, 2.2958]],
  "lowdin_charge": [-0.1075, -0.2752, -0.0370, -0.2583, -0.2033, 0.8868, -0.3034, -0.3119, -0.2317, -0.2507, -0.1121, -0.1731, -0.2630, -0.0176, 0.0946, 0.0837, 0.0866, 0.1212, 0.1000, 0.1414, 0.1861, 0.1609, 0.1370, 0.1383, 0.1125, 0.1212, 0.0383, 0.1382, 0.0948, 0.0899, 0.8133],
  "energy_ev": -74148.12903,
  "homo_ev": -12.34,
  "largest_force_ha_per_bohr": 0.148,
  "e_above_lowest_ev": 5.265,
  "orbital_gap_ev": 5.3,
  "charge": 1
}



{
  "formula": "C7H16FN2O7S2",
  "method": "the ωB97M-V functional and the def2-TZVPD basis",
  "symbols": ["C", "C", "F", "S", "O", "O", "N", "S", "O", "O", "C", "O", "N", "O", "H", "H", "H", "H", "H", "H", "C", "C", "O", "C", "C", "H", "H", "H", "H", "H", "H", "H", "H", "H", "H"],
  "xyz": [[1.6065, 2.6131, 2.0208], [1.5045, 1.4564, 2.9923], [0.3937, 1.6089, 3.7985], [1.5151, -0.1490, 2.1509], [1.8243, -1.1313, 3.1596], [2.5445, 0.0231, 1.1432], [0.1466, -0.3722, 1.3745], [-1.2501, -0.5493, 2.1387], [-1.1961, -0.8047, 3.5499], [-2.0559, -1.4475, 1.3398], [-2.0930, 1.0526, 1.8577], [-2.4896, 1.6988, 3.0644], [-1.9876, 3.0295, 3.2074], [-2.3426, 3.7368, 2.3503], [0.8300, 2.5764, 1.2577], [1.5121, 3.5349, 2.5999], [2.5913, 2.6022, 1.5614], [2.3918, 1.4251, 3.6295], [-2.9720, 0.8305, 1.2562], [-1.4239, 1.6841, 1.2751], [-1.7417, -2.0010, -3.3089], [-0.8212, -0.8424, -3.6623], [-0.0160, -0.4066, -2.5912], [0.8871, -1.3722, -2.0677], [1.9183, -1.8444, -3.0806], [-2.3153, -1.7679, -2.4111], [-2.4317, -2.1956, -4.1327], [-1.1846, -2.9190, -3.1182], [-1.4204, 0.0271, -3.9396], [-0.2077, -1.0976, -4.5373], [0.3389, -2.2198, -1.6448], [1.3871, -0.8850, -1.2317], [1.4716, -2.4301, -3.8878], [2.6576, -2.4736, -2.5838], [2.4283, -0.9904, -3.5303]],
  "lowdin_charge": [-0.0652, -0.4329, -0.0321, 0.5145, -0.3243, -0.3499, -0.3190, 0.5128, -0.3120, -0.3558, -0.2435, -0.1445, -0.0172, 0.0600, 0.0739, 0.0810, 0.0759, 0.1290, 0.0968, 0.0825, -0.0805, -0.2979, -0.1562, -0.2674, -0.0838, 0.0835, 0.0690, 0.0648, 0.1128, 0.1015, 0.1127, 0.1009, 0.0589, 0.0743, 0.0773],
  "energy_ev": -49216.46505,
  "homo_ev": -6.28,
  "largest_force_ha_per_bohr": 0.021,
  "orbital_gap_ev": 8.8,
  "charge": -1
}



{
  "formula": "C7H16N",
  "method": "the ωB97M-V functional and the def2-TZVPD basis",
  "symbols": ["C", "C", "C", "C", "C", "C", "C", "N", "H", "H", "H", "H", "H", "H", "H", "H", "H", "H", "H", "H", "H", "H", "H", "H"],
  "xyz": [[1.3117, 1.9096, 1.3004], [0.3535, 1.1378, 0.3427], [0.9391, -0.1952, -0.2572], [-0.0037, -1.2499, 0.1143], [-1.1691, -1.6627, -0.2742], [-1.9701, -1.2801, -1.5056], [0.7309, -1.9835, 1.2728], [-0.2205, 2.0294, -0.9281], [1.2230, 2.8930, 0.9494], [2.3577, 1.6948, 1.3718], [0.9175, 1.6597, 2.3259], [-0.6292, 1.0384, 0.9199], [1.1010, 0.0539, -1.4381], [1.9468, -0.4044, 0.1744], [-1.6646, -2.4510, 0.1573], [-2.9494, -0.9537, -1.2470], [-2.2274, -2.1861, -2.1011], [-1.6047, -0.5059, -2.1488], [0.0421, -2.6250, 1.8456], [1.5382, -2.4559, 0.7598], [0.9419, -1.4155, 2.1983], [-0.9028, 1.5662, -1.4508], [-0.5362, 3.0413, -0.7254], [0.4743, 2.3450, -1.6561]],
  "lowdin_charge": [-0.0812, -0.2894, -0.1628, -0.3390, -0.1173, -0.0954, -0.0555, 0.0619, 0.0217, 0.0634, 0.0966, 0.1364, 0.1489, 0.1094, 0.0800, 0.0521, 0.0866, 0.0290, 0.0776, 0.0752, 0.0852, -0.0191, 0.0246, 0.0107],
  "energy_ev": -9002.84265,
  "homo_ev": [-3.52, -9.48],
  "largest_force_ha_per_bohr": 0.086,
  "spin_multiplicity": 2,
  "e_above_lowest_ev": 3.855,
  "orbital_gap_ev": [4.4, 10.2]
}